Record 1
This record from the OMol25 dataset describes C26H46BeN5O4S3 as an isolated structure in a non-equilibrium geometry. The level of theory is the ωB97M-V functional and the def2-TZVPD basis.

The geometry in ORCA input format:
```
! RIJCOSX wB97M-V def2-TZVPD def2/J DEFGRID3
* xyz 1 1
Be 2.15392 -2.29135 -3.26430
C -0.53228 -0.12136 0.38055
C -0.29426 -0.46986 -1.11141
O 0.55243 -1.61073 -1.31654
H -1.18288 0.72709 0.59253
H 0.39734 0.20889 0.84407
H -0.87058 -0.93303 1.02463
H -0.06681 0.43008 -1.68280
H -1.25172 -0.71464 -1.57124
C 3.30426 1.17619 -0.38656
S 4.33775 -0.11614 -1.17709
O 3.67632 -0.48507 -2.51879
C 5.85748 0.85553 -1.53645
H 3.00054 1.99567 -1.03795
H 3.88477 1.70171 0.37169
H 2.29553 0.83403 -0.15528
H 6.30220 1.05381 -0.56125
H 5.65776 1.83293 -1.97564
H 6.65505 0.34499 -2.07621
C -2.13336 -3.75333 -5.75854
S -1.36592 -2.75800 -4.38585
O 0.12447 -2.75046 -4.74008
C -2.06247 -1.13528 -4.93067
H -1.67717 -4.73538 -5.88334
H -1.89495 -3.31508 -6.72765
H -3.21167 -3.70559 -5.60664
H -1.94700 -0.95145 -5.99883
H -1.57423 -0.32399 -4.39074
H -3.14096 -1.16717 -4.77591
C -2.07478 1.49448 4.04588
S -3.13168 2.46556 2.85047
O -2.12862 2.79179 1.71400
C -4.09999 1.07679 2.20132
H -1.56740 2.25669 4.63724
H -1.40408 0.72097 3.67177
H -2.62419 0.99408 4.84328
H -3.49355 0.22652 1.88929
H -4.73526 1.39451 1.37453
H -4.90509 0.81196 2.88672
C -4.84998 -0.71895 -1.80194
C -5.16732 -1.83553 -2.69782
N -5.43812 -2.75725 -3.39947
H -5.75077 -0.11772 -1.67866
H -4.02821 -0.19206 -2.28690
H -4.48380 -1.14773 -0.86912
N 1.77868 -2.12424 1.59303
C 1.65946 -3.34930 2.15631
C 2.42611 -3.35577 3.37520
C 3.06840 -2.14251 3.42362
C 2.62471 -1.33212 2.35831
H 1.25391 -1.87293 0.76746
H 1.05867 -4.08914 1.64828
H 2.49667 -4.18068 4.06871
H 3.76361 -1.85840 4.19975
H 2.88526 -0.31979 2.08680
N 2.07608 3.54442 1.95524
C 2.40433 2.36148 2.57414
C 3.23675 2.55014 3.66796
C 3.45776 3.92347 3.71840
C 2.72787 4.50018 2.68757
H 1.44356 3.64021 1.17368
H 1.89839 1.46505 2.24728
H 3.58021 1.81337 4.37902
H 4.01795 4.35297 4.53578
H 2.55447 5.55284 2.51951
N -1.21172 -3.73731 -0.12350
C -2.48241 -3.44514 0.37701
C -3.08136 -4.70373 0.69445
C -2.17600 -5.68654 0.34540
C -1.06428 -5.09143 -0.20131
H -0.56759 -3.02665 -0.43998
H -2.78217 -2.45308 0.68091
H -4.06881 -4.86837 1.09971
H -2.37069 -6.72886 0.55053
H -0.13788 -5.43988 -0.63348
N -0.36660 4.23855 0.10140
C 0.52085 3.84427 -0.83772
C 1.32870 4.85474 -1.30334
C 0.87133 5.98825 -0.59686
C -0.15829 5.60722 0.23694
H -0.99766 3.67354 0.65152
H 0.51873 2.78400 -1.04322
H 2.16604 4.70560 -1.96894
H 1.32383 6.96578 -0.67488
H -0.78723 6.15233 0.92519
*
```

As for the HOMO energy: -0.35558 hartree. The value obtained for the LUMO energy is -6.97 eV. For the orbital gap, the calculation gives 2.71 eV.



Record 2
This record from the OMol25 dataset describes an isolated ion of composition C5H7O2S and charge -1 in a non-equilibrium geometry. The level of theory is the ωB97M-V functional and the def2-TZVPD basis.

The geometry in ORCA input format:
```
! RIJCOSX wB97M-V def2-TZVPD def2/J DEFGRID3
* xyz -1 1
C 0.53787 1.25605 -2.16502
C -0.45796 0.57326 -1.65297
C -0.43484 -0.44919 0.72883
C -0.12599 -0.76205 -0.56288
C -0.15335 -1.26978 1.93278
O 1.12042 -1.49060 -2.66643
O 1.08166 -3.19477 -0.83615
S 1.25501 -1.77493 -1.19681
H 0.29456 2.13620 -2.70327
H 1.52390 0.95176 -2.14527
H -1.57387 0.79865 -1.62218
H -1.13939 0.47958 0.80954
H 0.66258 -1.98677 1.76346
H -0.96343 -1.75884 2.38681
H 0.24682 -0.59970 2.81355
*
```

Its energy above the lowest of the compared OMol25 structures with the same formula, charge and spin is 2.903 eV. As for the HOMO energy: -0.10677 hartree. The value obtained for the LUMO energy is 3.96 eV. For the orbital gap, the calculation gives 6.87 eV.



Record 3
This record from the OMol25 dataset describes one molecule with the formula C7H13NO in a non-equilibrium geometry. The level of theory is the ωB97M-V functional and the def2-TZVPD basis.

The geometry in ORCA input format:
```
! RIJCOSX wB97M-V def2-TZVPD def2/J DEFGRID3
* xyz 0 1
C 1.79887 -1.22701 1.68870
C 0.55039 -0.39105 1.67405
C 0.77660 1.38485 1.33002
O 1.17045 2.44870 1.65855
N 0.29653 0.50119 0.56782
C -0.62286 0.22113 -0.79917
C 0.30597 0.55203 -1.95362
C -0.96837 -1.21603 -0.64210
C -1.79487 1.18082 -0.69486
H 1.54697 -2.27430 1.86183
H 2.34255 -1.18105 0.74429
H 2.50000 -0.91704 2.46930
H -0.17214 -0.48211 2.47817
H 1.16838 -0.11430 -1.96135
H 0.67073 1.57732 -1.86987
H -0.21888 0.44047 -2.90451
H -0.26745 -1.88905 -1.13151
H -1.97877 -1.44846 -0.96913
H -0.82904 -1.43662 0.46901
H -2.44666 0.91149 0.13616
H -1.44301 2.20187 -0.53899
H -2.38540 1.15712 -1.61280
*
```

Its energy above the lowest of the compared OMol25 structures with the same formula, charge and spin is 2.798 eV. As for the HOMO energy: -0.28311 hartree. The value obtained for the LUMO energy is 0.75 eV. As for the SMILES: C[C@H]1C(=O)N1C(C)(C)C. For the orbital gap, the calculation gives 8.45 eV.



Record 4
This record from the OMol25 dataset describes C35H35F40NO10S as an isolated structure in a non-equilibrium geometry. The level of theory is the ωB97M-V functional and the def2-TZVPD basis.

The geometry in ORCA input format:
```
! RIJCOSX wB97M-V def2-TZVPD def2/J DEFGRID3
* xyz 0 1
C 0.83213 -3.92241 -6.27903
C 1.72084 -3.16450 -5.98765
C 2.57052 -2.16232 -5.34828
C 2.41021 -2.10674 -3.80455
C 1.32357 -3.02144 -3.22949
C 1.06055 -2.81158 -1.76360
O 0.48903 -1.52046 -1.45013
S 0.91289 -1.19045 0.06387
O 0.86252 0.21716 0.14882
O 0.10471 -1.86468 1.00782
O 2.37885 -1.78416 -0.04889
C 2.13804 -3.07434 -0.68976
C 3.33661 -3.95932 -0.94682
C 2.97427 -5.45497 -0.86141
C 3.69275 -6.23530 -1.96893
N 3.17917 -6.24921 -3.30900
O 4.70141 -6.81451 -1.69663
H 0.06154 -4.62668 -6.40200
H 3.58912 -2.44589 -5.59454
H 2.38582 -1.18288 -5.76756
H 3.38094 -2.33944 -3.37613
H 2.15807 -1.10315 -3.47659
H 0.40109 -2.77162 -3.74452
H 1.53852 -4.06087 -3.43681
H 0.26970 -3.52990 -1.53478
H 1.58116 -3.63745 0.06441
H 4.10974 -3.67968 -0.23873
H 3.76543 -3.77753 -1.93171
H 3.23822 -5.90630 0.08414
H 1.90462 -5.52519 -1.06725
H 3.35707 -5.34666 -3.73581
H 2.18362 -6.43626 -3.32600
C -1.51477 1.55390 5.26537
C -2.44890 2.58602 4.60381
C -3.95529 2.41085 4.80983
F -4.40508 1.25790 4.28644
F -4.60573 3.42213 4.17926
F -2.15976 2.65751 3.29110
F -2.12994 3.79640 5.15146
O -0.99738 0.52477 4.43506
C -1.66591 -0.66026 4.21922
C -2.00944 -0.82563 2.74058
F -2.81892 0.16810 2.31660
F -2.67253 -1.99492 2.54623
F -2.74405 -0.77851 5.01829
F -0.82077 -1.65649 4.56581
H -0.62774 2.11907 5.54925
H -1.92204 1.16779 6.19988
H -4.21153 2.44782 5.87230
H -1.11181 -0.82178 2.12784
C -6.25176 8.35570 4.17230
C -6.48594 8.54153 5.68541
C -5.71749 9.66154 6.39206
F -4.38738 9.46825 6.34706
F -6.07489 9.68878 7.69902
F -6.28410 7.36613 6.31697
F -7.80818 8.84374 5.83128
O -5.36584 7.32439 3.75759
C -4.00715 7.54769 3.63843
C -3.20621 6.65277 4.58425
F -3.53555 6.89332 5.87075
F -1.88456 6.90462 4.44662
F -3.70723 8.85125 3.79256
F -3.66595 7.21927 2.37539
H -7.21619 8.03724 3.77891
H -6.03395 9.30037 3.67459
H -5.95416 10.63399 5.95138
H -3.39500 5.60211 4.36918
C 1.65984 3.07724 1.59935
C 0.65760 3.84011 0.71006
C 0.47464 3.34546 -0.72701
F 1.61068 3.44957 -1.44552
F -0.46003 4.11086 -1.34450
F 0.95927 5.15761 0.72387
F -0.55484 3.70631 1.31193
O 2.95889 3.63895 1.77602
C 3.98545 3.36358 0.89911
C 4.49195 4.63161 0.20903
F 3.51332 5.21437 -0.50667
F 5.49490 4.31247 -0.64291
F 3.64571 2.40760 0.01770
F 5.00656 2.86502 1.63464
H 1.22804 3.11453 2.59867
H 1.70701 2.01981 1.34351
H 0.13468 2.30718 -0.73958
H 4.85968 5.34701 0.94724
C 6.51622 0.46555 -8.81654
C 5.63565 0.13976 -7.59369
C 6.34046 -0.16882 -6.27078
F 7.10758 -1.27057 -6.34853
F 5.40262 -0.40270 -5.31830
F 4.78162 -0.85846 -7.90927
F 4.87581 1.24741 -7.36369
O 6.74927 -0.57295 -9.76007
C 7.79748 -1.45945 -9.60848
C 7.30051 -2.89958 -9.46523
F 6.51325 -3.02992 -8.37937
F 8.35712 -3.72782 -9.31315
F 8.60881 -1.09922 -8.59834
F 8.53337 -1.39195 -10.73817
H 5.94720 1.20217 -9.38194
H 7.43941 0.96961 -8.53201
H 6.95782 0.67299 -5.94643
H 6.73165 -3.19712 -10.34826
C -5.27139 -4.33904 2.80409
C -5.69090 -4.61664 4.26137
C -4.74031 -5.44647 5.12802
F -4.57891 -6.69422 4.64921
F -5.25988 -5.55982 6.37424
F -6.92815 -5.15797 4.27520
F -5.78958 -3.40010 4.86741
O -5.85126 -5.14785 1.78353
C -5.28960 -6.35065 1.41302
C -6.24572 -7.51962 1.65829
F -6.55784 -7.62023 2.96318
F -5.65023 -8.67552 1.28369
F -4.09329 -6.54249 1.99631
F -5.06236 -6.28315 0.08076
H -5.64999 -3.34179 2.58532
H -4.19010 -4.26304 2.69622
H -3.76285 -4.96229 5.20604
H -7.16639 -7.38600 1.08687
*
```

As for the HOMO energy: -0.38622 hartree. The value obtained for the LUMO energy is -0.06 eV. For the orbital gap, the calculation gives 10.45 eV.